[1]
This record from the OMol25 dataset describes a molecular structure, C30H25N7O3S3Tc at a distorted geometry. The level of theory is ωB97M-V/def2-TZVPD.

Structure (XYZ):
```
69
Properties=species:S:1:pos:R:3
C 3.78 0.35 3.11
H 2.07 5.23 -2.68
H -2.76 -5.00 1.62
H -1.31 5.44 -0.07
H -2.15 3.99 1.73
H -3.54 0.80 -4.54
H 2.46 -0.32 -3.53
C -1.63 2.75 0.08
C -3.27 -0.21 -4.31
C -2.50 -2.80 -3.70
H 2.79 -3.36 3.41
C 2.53 -0.08 2.72
C -1.65 -1.74 -3.35
O -0.97 -0.94 -0.31
C -4.09 -1.27 -4.66
C 4.68 -0.56 3.63
C 4.53 -0.08 -0.88
N 0.26 2.76 -1.34
H 4.90 -0.59 -2.95
H 0.45 6.61 -1.37
H -4.34 -3.40 -4.60
C -1.98 -0.62 0.40
H 6.15 -2.52 4.49
C 3.06 -2.32 3.33
C 2.41 0.42 -0.33
H -5.02 -1.09 -5.18
H -3.20 2.58 1.46
H -3.32 4.01 0.40
H 5.66 -0.24 3.94
C -0.64 3.49 -0.63
C -3.70 -2.57 -4.34
C 1.19 3.39 -2.05
S -1.13 1.00 -3.26
H -4.73 -4.37 2.95
H -2.19 -3.80 -3.47
C 4.18 -0.31 -2.20
H -5.44 -2.02 3.11
H 1.87 2.76 -2.61
C -4.57 -2.28 2.52
C 2.17 -1.41 2.81
C -2.35 -2.99 1.01
C 0.39 5.54 -1.36
N -2.38 0.63 0.53
C -2.64 3.38 0.97
N 1.96 0.23 -1.62
S 1.39 1.09 2.03
H -1.48 -3.24 0.41
N 3.67 0.27 0.06
C -0.58 4.89 -0.63
C -2.74 -1.66 1.10
H 4.03 1.39 3.00
C 2.84 -0.15 -2.53
C -3.06 -3.96 1.68
C -3.85 -1.30 1.86
S -0.10 -2.08 -2.69
H 5.00 -3.78 4.29
C 1.30 4.77 -2.09
C 4.33 -1.91 3.76
N 1.38 0.76 0.42
C -4.17 -3.61 2.43
Tc -0.04 0.74 -1.13
O 0.05 0.81 2.46
N -1.56 1.45 -0.11
O 1.86 2.44 2.22
H 1.19 -1.72 2.48
N 5.19 -2.79 4.36
C -2.07 -0.42 -3.64
H -4.13 -0.26 1.92
H 5.56 -0.19 -0.54
```

- F_max (eV/Å) = 1.607
- electronic energy (Ha) = -3042.6281
- ΔE to the lowest compared entry with this formula, charge and spin (kcal/mol) = 23.3
- highest occupied orbital energy (alpha / beta) (eV) = -7.24 / -7.07
- multiplicity = 4
- gap between HOMO and LUMO (alpha / beta) (eV) = 6.6285 / 5.5489
- <S²> = 3.809

---

[2]
This record from the OMol25 dataset describes 2 unconnected molecules or ions with the total composition C2H2N4O3 at a distorted geometry. The level of theory is ωB97M-V/def2-TZVPD.

Structure (XYZ):
```
11
Properties=species:S:1:pos:R:3
O 1.80 -1.20 1.23
O 1.39 -2.61 -0.40
N 1.01 -0.47 -0.73
C -2.32 -1.14 0.36
C 0.76 1.79 -0.02
N -1.40 -1.39 -0.34
N 1.42 -1.52 0.15
N 0.89 0.69 -0.34
O -3.05 -0.72 1.10
H 0.05 2.53 0.32
H -1.24 -1.71 -1.27
```

- F_max (eV/Å) = 4.802
- electronic energy (Ha) = -521.9244
- ΔE to the lowest compared entry with this formula, charge and spin (kcal/mol) = 114.8
- highest occupied orbital energy (eV) = -9.99
- multiplicity = 1
- gap between HOMO and LUMO (eV) = 9.6192